1.
72
Properties=species:S:1:pos:R:3:forces:R:3 method="wB97M-V/def2-TZVPD" spin_multiplicity=5 gap_ev="8.5 / 5.7" e_homo_ev="-13.69 / -14.49" charge=+2
Pd 0.9259 -1.3735 -1.6033 -0.404 -0.196 -0.122
Cl -0.9274 -3.2095 -3.8904 0.005 -0.011 -0.004
C -0.2618 -4.0316 -2.5276 -0.017 0.051 -0.011
C 0.6761 -3.3395 -1.7251 0.405 0.050 0.290
C 1.3117 -4.1016 -0.6857 -0.058 -0.020 -0.087
Cl 2.5792 -3.3459 0.1971 -0.118 0.024 -0.087
C 0.9319 -5.3816 -0.3599 0.012 0.041 -0.025
Cl 1.6449 -6.2311 0.9318 0.001 -0.011 0.005
C -0.0818 -5.9953 -1.1372 -0.012 0.020 -0.005
Cl -0.5825 -7.5492 -0.7719 0.001 -0.020 0.003
C -0.6766 -5.3075 -2.2454 0.022 -0.010 0.003
Cl -1.8723 -6.0892 -3.1625 -0.002 0.008 -0.016
C 5.2633 1.7601 0.2388 -0.007 -0.006 -0.003
C 4.0903 1.3855 -0.6337 0.023 0.003 -0.017
C 4.4189 0.3448 -1.6793 -0.013 -0.004 -0.013
O 3.0602 0.8156 0.2668 -0.024 0.079 0.057
P 1.5383 1.1197 0.0652 0.096 -0.050 -0.019
O 1.0219 0.7928 -1.3089 0.140 -0.095 0.077
C 0.8262 0.0671 1.3462 -0.025 0.011 -0.019
P -0.8589 -0.4871 1.0258 0.009 -0.034 0.051
O -1.0297 -1.0837 -0.3320 0.049 0.093 -0.033
O -1.2178 -1.5613 2.1056 -0.020 0.010 -0.014
C -1.2455 -1.2887 3.5548 0.031 0.004 0.004
C -2.5890 -1.7463 4.0712 0.002 -0.009 -0.011
C -0.0816 -2.0214 4.1830 -0.010 0.001 0.009
O -1.6684 0.8234 1.3120 -0.019 0.009 -0.011
C -3.1439 0.8768 1.3107 -0.006 -0.003 0.005
C -3.5973 1.4173 -0.0251 -0.007 -0.004 0.008
C -3.5425 1.7447 2.4799 -0.007 0.001 -0.002
O 1.2343 2.6157 0.3651 -0.061 0.000 -0.066
C 1.6729 3.3036 1.5979 0.009 -0.004 0.000
C 2.4693 4.5128 1.1707 0.000 0.004 0.005
C 0.4334 3.6450 2.3920 0.002 0.000 0.000
H 6.0572 2.1830 -0.3765 -0.002 0.003 -0.002
H 5.6536 0.8774 0.7456 0.003 -0.002 -0.002
H 4.9815 2.4984 0.9887 -0.001 -0.001 0.004
H 3.6586 2.2743 -1.1017 -0.007 -0.006 0.008
H 4.8276 -0.5500 -1.2082 -0.007 -0.004 0.001
H 5.1640 0.7399 -2.3697 0.007 -0.002 0.007
H 3.5328 0.0774 -2.2580 0.011 0.006 0.004
H 0.8672 0.5754 2.3125 0.015 0.005 0.004
H 1.4521 -0.8266 1.4120 0.000 -0.010 -0.009
H -1.1391 -0.2078 3.6901 -0.003 -0.003 -0.002
H -2.7148 -2.8148 3.8962 -0.001 -0.001 0.000
H -3.4061 -1.2144 3.5851 -0.005 0.005 0.000
H -2.6526 -1.5625 5.1435 0.003 0.000 0.002
H -0.1684 -3.0921 3.9968 -0.002 -0.003 0.000
H -0.0830 -1.8594 5.2608 0.001 0.002 -0.002
H 0.8747 -1.6745 3.7908 0.005 0.001 -0.003
H -3.5088 -0.1440 1.4494 0.017 -0.005 -0.001
H -3.1865 2.4142 -0.1895 0.005 0.002 -0.003
H -4.6852 1.4822 -0.0453 0.001 0.009 0.001
H -3.2819 0.7563 -0.8326 -0.015 -0.008 0.005
H -3.1584 2.7567 2.3476 0.003 0.002 0.005
H -3.1621 1.3437 3.4192 -0.003 -0.005 0.000
H -4.6291 1.7954 2.5473 -0.001 0.005 -0.003
H 2.3128 2.6100 2.1519 -0.001 -0.004 -0.004
H 1.8424 5.1929 0.5943 0.000 -0.001 -0.004
H 3.3278 4.2282 0.5634 0.004 0.000 0.002
H 2.8337 5.0408 2.0518 -0.003 0.004 -0.001
H -0.1942 4.3344 1.8268 -0.002 0.000 -0.002
H 0.7187 4.1260 3.3274 0.001 0.004 -0.001
H -0.1547 2.7561 2.6233 0.001 -0.007 0.003
Te -1.3446 0.1972 -3.1754 -0.042 0.104 0.065
C -2.0866 0.5445 -5.0269 0.031 -0.012 -0.007
C -2.3450 -0.3832 -6.0349 -0.003 0.004 -0.002
C -2.8501 0.2132 -7.1923 0.001 0.011 0.009
C -2.9705 1.5797 -7.0658 -0.006 -0.012 -0.007
S -2.4753 2.1471 -5.5492 0.000 -0.012 -0.013
H -2.1766 -1.4449 -5.9294 0.000 -0.004 0.002
H -3.1189 -0.3257 -8.0880 -0.001 0.000 -0.004
H -3.3340 2.2747 -7.8076 -0.001 0.002 -0.002



2.
67
Properties=species:S:1:pos:R:3:forces:R:3 method="wB97M-V/def2-TZVPD" spin_multiplicity=5 gap_ev="5.0 / 7.4" e_homo_ev="-2.53 / -4.90" charge=-1
Cr -1.0439 -0.1814 -0.2310 1.310 0.781 0.928
Cl -1.2466 1.6361 6.9809 0.014 -0.001 -0.169
C -1.1050 1.5462 5.2242 0.011 -0.009 0.029
C -0.8190 2.7017 4.5085 -0.022 -0.001 -0.010
C -0.6917 2.5996 3.1176 0.067 0.181 0.051
C -0.8492 1.4029 2.4400 0.198 -0.303 -0.150
O -0.6371 1.3479 1.1236 -0.216 -0.089 0.037
C -1.1915 0.2227 3.1837 -0.017 -0.051 0.110
C -1.4498 -1.0083 2.5746 0.008 0.161 -0.531
O -1.4776 -1.2500 1.2802 -0.151 -0.200 0.411
C -1.2841 0.3376 4.5988 -0.034 -0.052 0.100
H -0.6890 3.6458 5.0184 0.004 0.001 -0.022
H -0.4349 3.4786 2.5345 -0.005 -0.010 0.038
H -1.6788 -1.8621 3.2086 -0.023 -0.066 0.061
H -1.5142 -0.5455 5.1841 -0.002 0.030 -0.022
C 3.4297 -2.8388 -0.4499 0.173 -0.025 -0.077
Si 1.7321 -2.2290 0.1253 -0.033 -0.130 -0.111
C 1.7476 -2.4611 1.9702 0.002 -0.023 0.347
C 0.5454 -3.4274 -0.6613 -0.179 -0.154 -0.085
C 1.2913 -0.5044 -0.3458 -0.439 -0.229 -0.398
C 1.1194 -0.3058 -1.7936 -0.071 -0.075 -0.338
C 2.0512 -0.4559 -2.8462 -0.035 -0.066 0.441
C 1.6547 -0.2503 -4.1439 -0.047 0.045 -0.253
C 0.3352 0.1104 -4.4303 0.097 -0.041 0.011
C -0.5302 0.2492 -3.3727 -0.021 0.138 -0.051
N -0.1374 0.0633 -2.1147 0.000 0.033 0.319
Si 2.2846 0.8869 0.3453 0.052 0.154 -0.182
C 1.6131 2.5686 -0.1411 -0.068 0.287 -0.070
C 2.5925 0.7663 2.1758 -0.006 0.047 0.322
C 4.0192 0.9524 -0.4205 0.178 -0.054 -0.049
H 3.5671 -3.8814 -0.1361 -0.025 0.089 -0.018
H 4.2467 -2.2545 -0.0199 0.030 -0.001 -0.019
H 3.5279 -2.8146 -1.5409 0.008 0.008 0.076
H 1.7104 -3.5323 2.1983 0.005 0.067 0.000
H 0.9008 -1.9741 2.4599 0.057 -0.053 -0.038
H 2.6677 -2.0583 2.3992 -0.031 -0.037 0.063
H 0.7354 -4.4374 -0.2801 -0.001 0.027 -0.050
H 0.6994 -3.4480 -1.7467 -0.072 -0.027 0.034
H -0.5055 -3.1794 -0.4809 0.141 -0.073 -0.033
H 3.0651 -0.7412 -2.6016 -0.004 -0.008 -0.029
H 2.3672 -0.3733 -4.9524 -0.012 0.003 0.020
H -0.0107 0.2678 -5.4419 0.037 -0.003 -0.012
H -1.5706 0.5163 -3.5187 -0.001 -0.008 0.024
H 1.0072 3.0000 0.6552 0.062 0.013 -0.082
H 0.9795 2.5014 -1.0330 0.026 0.035 0.066
H 2.4437 3.2444 -0.3698 -0.041 0.008 -0.002
H 1.7314 0.4121 2.7455 0.013 0.032 -0.036
H 2.8628 1.7571 2.5583 -0.003 -0.071 -0.004
H 3.4350 0.0949 2.3631 -0.030 0.019 0.057
H 3.9904 1.1913 -1.4897 -0.017 -0.015 0.086
H 4.5688 0.0163 -0.2968 0.036 0.004 -0.015
H 4.5933 1.7478 0.0723 -0.040 -0.070 -0.035
C -4.3167 1.9573 -1.9756 -0.138 0.018 -0.073
C -3.3321 0.9463 -1.4967 -0.432 -0.572 -0.406
N -2.3465 1.2636 -0.7522 -0.227 0.048 0.204
O -2.1971 2.5673 -0.3672 0.002 -0.008 0.194
C -3.4329 -0.4846 -1.8218 0.240 0.543 0.359
C -4.5139 -1.0951 -2.6412 -0.152 0.028 -0.100
N -2.4743 -1.2092 -1.2765 -0.141 -0.332 -0.446
O -2.4112 -2.4582 -1.4523 -0.078 0.065 -0.064
H -3.8196 2.9045 -2.1721 0.007 0.009 -0.010
H -5.0643 2.1363 -1.1982 0.013 0.004 -0.017
H -4.8290 1.6087 -2.8714 0.007 0.025 0.025
H -1.5380 2.4133 0.3966 -0.039 -0.012 -0.439
H -5.4919 -0.6678 -2.4054 0.036 -0.008 -0.010
H -4.5338 -2.1635 -2.4347 0.016 -0.006 0.013
H -4.3473 -0.9698 -3.7181 0.006 -0.016 0.034



3.
66
Properties=species:S:1:pos:R:3:forces:R:3 method="wB97M-V/def2-TZVPD" gap_ev=6.5 e_homo_ev=-8.07
C -0.6910 -3.4802 -0.5267 0.242 -3.051 0.117
C 0.8783 -3.0892 -0.5094 -4.000 3.128 0.059
C 1.5061 -2.7704 -1.9092 0.547 -12.567 3.291
C 2.8359 -2.3852 -1.8428 4.152 -0.446 -1.419
H 3.1974 -2.3667 -2.9731 0.056 0.790 2.625
H 2.7855 -1.5087 -1.2032 1.165 0.747 -0.463
S 3.8352 -3.6662 -0.8470 -0.676 -0.498 -3.613
C 4.1662 -2.6910 0.4712 -0.286 0.366 5.464
C 5.1671 -1.5694 0.4002 3.389 -0.719 1.213
H 6.2601 -2.0716 0.4472 -2.233 1.463 -0.645
H 5.0084 -0.8321 -0.4103 0.328 -1.070 -0.413
C 5.0222 -0.5145 1.5676 12.229 -9.717 3.942
N 3.9132 -0.0510 1.5021 -7.548 13.277 -2.412
C 3.8182 1.4301 1.0780 -2.284 -7.050 0.641
O 4.7374 2.0417 0.6415 0.467 0.821 0.511
C 2.3233 1.7430 0.8590 5.786 0.179 -0.259
C 2.2638 2.9004 0.3798 -0.001 9.902 -1.037
N 1.0278 3.5531 0.0021 10.364 4.753 1.632
C 0.0624 2.9088 -0.2878 -13.007 -8.848 1.708
C -1.2780 3.3194 -0.6508 0.818 -2.210 -1.945
C -2.3667 2.4197 -1.0237 0.613 3.259 2.479
C -2.3385 1.1870 -0.4000 3.071 0.898 -1.924
C -1.0697 0.7247 0.0556 -2.902 -6.125 1.194
C -0.0254 1.5010 0.3503 1.131 4.181 -4.734
C 1.2575 1.0495 0.5163 -1.960 -13.063 8.045
O 1.3598 -0.2488 1.1893 -1.111 4.621 -3.765
H -0.9763 -0.6082 0.2948 -0.186 4.613 -0.673
S -3.5406 0.1232 -0.8751 0.038 -9.169 1.794
O -4.7926 0.6968 -1.1608 -1.169 2.301 -2.046
O -3.0848 -1.1366 -1.6202 -0.660 4.585 0.891
N -3.7540 -0.5525 0.6488 -0.124 -2.630 0.446
C -4.2079 -2.0776 0.6596 -1.230 2.219 6.863
H -3.6352 -2.5518 0.0100 2.164 -2.158 -3.182
C -5.7163 -2.3018 0.6162 0.536 5.486 -0.635
H -6.0578 -3.2643 0.8235 -0.607 -1.260 0.813
O -6.3174 -1.1687 1.6275 -1.241 -10.135 -1.011
C -5.9926 -0.0043 1.2620 7.815 -0.738 16.914
H -6.5722 0.5505 2.4709 1.327 -0.214 -3.141
C -4.5279 0.2448 1.6099 1.142 0.902 0.639
H -4.3591 1.3606 1.4551 0.390 -1.352 0.344
H -4.1217 -0.1108 2.7778 -1.740 1.097 -3.462
H -6.4620 0.4164 0.6782 -7.587 7.577 -11.596
H -6.0771 -1.9092 -0.3493 -0.193 -0.585 0.177
H -3.9070 -2.5754 1.7877 -0.386 1.819 -2.883
H -3.3520 2.8303 -1.4358 1.751 -0.609 0.308
H -1.1931 4.2332 -1.0951 -0.975 2.685 -1.119
C 1.1417 4.8974 -0.4247 1.783 2.827 -2.127
C 1.4411 5.0255 -1.9257 -8.749 5.239 -0.315
H 2.3043 4.8462 -2.3332 4.722 -2.108 -2.040
H 0.4141 4.7306 -2.4971 2.996 -0.162 0.813
H 1.3305 6.2755 -2.2725 0.396 -3.242 1.489
H 1.8749 5.5530 0.0407 0.579 -1.019 0.874
H 0.2962 5.5191 -0.2766 -1.471 -0.263 0.463
H 3.1643 3.6243 0.4309 -1.742 -1.138 -0.292
H 3.1387 -0.4550 1.8362 -3.841 -1.406 1.116
H 5.2228 -1.0492 2.8315 -0.330 0.809 -3.348
H 5.9203 0.0506 1.5423 0.253 1.371 -0.301
H 4.4369 -3.4855 1.3327 -0.047 1.830 -1.690
H 3.2435 -2.2488 0.9377 0.290 -0.553 -0.752
H 0.8977 -2.1409 -2.1428 -6.671 7.474 -4.361
H 1.3918 -3.8708 -2.5287 -0.015 3.165 1.222
H 0.8602 -2.1716 0.1727 0.741 -1.019 -0.935
H 1.3261 -3.8599 -0.0517 1.934 -2.569 1.767
H -1.3140 -3.6624 0.4859 2.090 0.488 -1.884
H -1.2982 -2.8227 -1.0845 -0.531 1.218 -0.674
H -0.8020 -4.4833 -1.1349 0.201 1.609 1.243



E_tot (computed, eV): -139457.6240, -93748.1701, -60742.9854
Relative energy (zero: lowest compared OMol25 entry of this formula, charge and spin) (computed, kJ/mol): 0.0, 82.7, 2218.0